# 1
{
  "formula": "C42H57ClN8O3",
  "method": "wB97M-V/def2-TZVPD",
  "species": ["C", "C", "C", "N", "C", "O", "C", "Cl", "C", "C", "C", "O", "C", "C", "C", "C", "C", "O", "C", "H", "H", "H", "H", "H", "H", "H", "H", "H", "H", "H", "H", "H", "H", "H", "H", "H", "H", "H", "H", "H", "H", "C", "C", "C", "N", "C", "H", "H", "H", "H", "H", "C", "C", "C", "N", "C", "H", "H", "H", "H", "H", "C", "C", "C", "N", "C", "H", "H", "H", "H", "H", "C", "C", "C", "N", "C", "H", "H", "H", "H", "H", "C", "C", "C", "N", "C", "H", "H", "H", "H", "H", "C", "C", "C", "N", "C", "H", "H", "H", "H", "H", "C", "C", "C", "N", "C", "H", "H", "H", "H", "H"],
  "positions_angstrom": [[2.054, -2.630, -9.004], [2.336, -3.180, -7.675], [1.280, -3.007, -6.472], [-0.075, -2.807, -7.136], [-1.052, -3.890, -6.824], [-2.291, -3.835, -6.856], [-0.087, -5.128, -6.384], [-0.819, -6.464, -5.358], [0.372, -5.915, -7.706], [-0.678, -5.473, -8.980], [-1.064, -6.735, -10.001], [-2.046, -6.087, -8.923], [0.971, -4.275, -5.554], [2.146, -4.999, -4.752], [1.916, -4.986, -3.147], [2.174, -3.543, -2.505], [1.262, -3.221, -1.224], [1.813, -2.004, -0.640], [0.776, -1.132, -0.136], [1.574, -3.315, -9.784], [2.310, -1.543, -9.242], [3.291, -3.770, -7.481], [1.667, -2.079, -5.905], [-0.421, -2.001, -6.580], [1.421, -5.673, -8.069], [0.191, -7.032, -7.651], [-0.536, -4.396, -9.467], [-0.780, -7.772, -9.635], [-1.837, -6.571, -10.819], [0.334, -3.798, -4.715], [2.401, -6.046, -5.116], [3.099, -4.367, -4.912], [0.874, -5.388, -2.866], [2.731, -5.687, -2.734], [1.960, -2.766, -3.311], [3.259, -3.452, -2.144], [0.169, -3.125, -1.531], [1.353, -4.024, -0.400], [1.080, -0.812, 0.929], [0.818, -0.156, -0.751], [-0.263, -1.589, -0.096], [-3.911, 1.296, -6.055], [-3.259, 1.446, -4.806], [-2.531, 0.302, -4.586], [-2.724, -0.534, -5.654], [-3.560, 0.067, -6.556], [-4.564, 2.010, -6.535], [-3.315, 2.296, -4.142], [-1.895, 0.011, -3.764], [-2.315, -1.448, -5.760], [-3.832, -0.432, -7.474], [1.488, 3.920, 0.137], [2.386, 3.623, -0.917], [1.668, 2.989, -1.901], [0.370, 2.887, -1.478], [0.250, 3.457, -0.238], [1.720, 4.417, 1.067], [3.441, 3.850, -0.953], [1.969, 2.601, -2.862], [-0.380, 2.461, -1.997], [-0.703, 3.482, 0.269], [-0.339, 3.241, 4.621], [0.364, 4.435, 4.922], [-0.016, 5.378, 3.999], [-0.919, 4.796, 3.148], [-1.125, 3.494, 3.524], [-0.277, 2.302, 5.149], [1.069, 4.587, 5.726], [0.278, 6.409, 3.873], [-1.362, 5.253, 2.368], [-1.810, 2.863, 2.980], [1.747, 4.207, 10.104], [2.449, 5.401, 10.405], [2.069, 6.344, 9.481], [1.167, 5.761, 8.631], [0.961, 4.461, 9.007], [1.809, 3.267, 10.632], [3.154, 5.553, 11.208], [2.362, 7.375, 9.355], [0.723, 6.219, 7.851], [0.276, 3.830, 8.461], [-5.529, 6.982, 1.901], [-5.629, 7.508, 3.213], [-4.497, 7.131, 3.893], [-3.719, 6.393, 3.041], [-4.339, 6.301, 1.823], [-6.247, 7.090, 1.102], [-6.439, 8.098, 3.615], [-4.179, 7.322, 4.906], [-2.829, 5.981, 3.274], [-3.881, 5.761, 1.008], [3.580, 5.380, 15.219], [4.282, 6.574, 15.520], [3.901, 7.516, 14.596], [2.999, 6.933, 13.746], [2.794, 5.633, 14.122], [3.642, 4.440, 15.747], [4.986, 6.727, 16.324], [4.194, 8.547, 14.469], [2.555, 7.389, 12.966], [2.109, 5.001, 13.577], [-1.713, -11.328, -2.146], [-1.578, -10.287, -1.194], [-1.249, -9.144, -1.881], [-1.176, -9.458, -3.211], [-1.462, -10.786, -3.382], [-1.966, -12.359, -1.948], [-1.708, -10.365, -0.125], [-1.061, -8.138, -1.539], [-0.948, -8.813, -3.949], [-1.462, -11.230, -4.366]],
  "atomic_forces_ev_per_a": [[0.594, -0.581, 1.403], [-0.603, -0.157, -0.698], [1.541, 0.455, -1.120], [-1.488, 0.488, 2.545], [-0.706, -0.475, 0.621], [4.292, 0.310, 0.067], [0.305, 0.020, -0.806], [-0.038, 1.420, -0.172], [-1.643, 0.938, -2.398], [-0.732, -2.689, -1.670], [-2.536, 2.403, 3.509], [4.151, 0.693, -0.164], [0.142, -0.002, 1.163], [0.640, 0.814, 0.238], [0.669, -0.385, -0.182], [-0.396, -0.294, 0.350], [1.062, -0.475, -0.185], [-2.106, -0.540, -0.418], [0.812, 1.463, 0.822], [2.577, 0.670, 0.256], [-2.348, -1.013, 0.708], [-2.094, -0.863, -0.608], [-1.378, -1.308, -0.247], [-0.289, -0.168, -1.321], [-1.242, -0.249, 0.683], [0.482, 1.506, 0.331], [-0.657, -2.417, 1.254], [-0.260, 1.446, -0.839], [2.321, -0.408, 0.188], [0.724, -0.683, -1.213], [-0.613, 1.293, 0.366], [-1.307, -0.985, 0.113], [1.556, 0.528, -0.504], [-1.512, 0.834, -0.433], [0.368, -0.700, 1.188], [-1.555, -0.042, -0.781], [1.325, 0.045, 0.400], [-0.230, 0.828, -1.475], [-0.586, -0.586, -1.497], [-0.461, -1.467, 0.769], [1.327, 0.499, -0.227], [-0.025, -0.129, -0.215], [0.176, -0.056, 0.197], [0.038, 0.014, 0.064], [0.127, 0.097, 0.000], [-0.047, -0.004, -0.060], [0.058, -0.076, 0.038], [-0.007, -0.073, -0.054], [-0.082, 0.020, -0.035], [-0.346, 0.036, -0.017], [0.004, 0.040, 0.098], [-0.255, 0.032, 0.125], [0.045, -0.093, -0.230], [0.027, -0.055, -0.027], [0.051, 0.046, 0.009], [-0.003, 0.002, 0.067], [-0.038, -0.063, -0.056], [-0.099, -0.026, -0.005], [-0.001, 0.042, 0.095], [0.118, 0.102, 0.054], [0.100, -0.032, -0.015], [-0.210, -0.128, -0.151], [0.012, 0.291, -0.030], [0.127, 0.140, 0.067], [-0.066, 0.000, 0.089], [-0.017, -0.167, -0.001], [-0.009, 0.080, -0.063], [-0.014, -0.032, -0.091], [0.011, -0.100, 0.005], [0.337, -0.150, -0.080], [0.071, 0.027, 0.069], [-0.185, -0.128, -0.115], [0.061, 0.278, 0.008], [0.030, 0.050, -0.001], [0.013, -0.009, 0.074], [-0.008, -0.075, -0.041], [-0.008, 0.079, -0.056], [-0.015, -0.037, -0.096], [0.011, -0.101, 0.014], [0.037, -0.086, 0.131], [0.066, 0.037, 0.058], [0.106, -0.114, -0.207], [0.097, 0.038, 0.222], [-0.023, 0.009, 0.041], [-0.040, 0.108, -0.030], [-0.017, -0.033, -0.015], [0.073, -0.014, 0.066], [0.079, -0.055, -0.030], [-0.056, -0.018, -0.087], [-0.316, 0.088, 0.199], [-0.086, 0.044, 0.029], [-0.159, -0.112, -0.124], [0.062, 0.244, -0.026], [0.051, 0.035, 0.002], [0.027, -0.001, 0.087], [-0.028, -0.098, -0.033], [-0.018, 0.081, -0.054], [-0.063, -0.001, -0.077], [-0.002, -0.100, 0.034], [0.032, -0.107, 0.119], [0.064, 0.044, 0.055], [-0.006, -0.091, -0.230], [0.041, 0.230, 0.078], [0.042, 0.039, 0.031], [-0.050, -0.057, 0.066], [0.032, -0.042, -0.030], [0.018, 0.093, -0.030], [0.009, 0.019, -0.097], [-0.021, -0.098, -0.007], [-0.035, -0.101, 0.106], [-0.007, 0.014, 0.103]],
  "mulliken_charge": [-0.60, -0.64, 0.09, -0.20, -0.22, -0.59, 1.32, -0.27, -1.06, 0.29, -0.57, -0.38, -0.17, -1.01, -0.50, -0.24, -0.47, -0.33, -0.44, 0.17, 0.26, 0.30, 0.33, 0.29, 0.25, 0.48, 0.26, 0.25, 0.33, 0.28, 0.31, 0.36, 0.20, 0.39, -0.03, 0.33, 0.33, 0.20, 0.21, 0.11, 0.30, -0.71, -0.43, -0.49, 0.04, -0.30, 0.38, 0.39, 0.44, 0.30, 0.39, 0.00, -0.77, -0.46, 0.09, -0.62, 0.48, 0.39, 0.38, 0.12, 0.38, -0.56, -0.44, -0.85, 0.04, -0.55, 0.45, 0.65, 0.43, 0.32, 0.43, -0.65, -0.29, -0.79, 0.03, -0.34, 0.40, 0.64, 0.37, 0.22, 0.41, -0.57, -0.53, -0.39, 0.14, -0.25, 0.38, 0.38, 0.35, 0.23, 0.33, -0.49, -0.38, -0.53, 0.00, -0.39, 0.40, 0.38, 0.37, 0.23, 0.41, -0.46, -0.55, -0.32, 0.13, -0.43, 0.38, 0.37, 0.36, 0.22, 0.35],
  "smiles": "C=C[C@H]1NC(=O)[C@@](Cl)(C[C@H]2CO2)[C@H]1CCCCOC.c1cc[nH]c1.c1cc[nH]c1.c1cc[nH]c1.c1cc[nH]c1.c1cc[nH]c1.c1cc[nH]c1.c1cc[nH]c1",
  "lumo_energy_ev": -1.358,
  "total_energy_ha": -2758.09710,
  "homo_ev": -7.9,
  "multiplicity": 1
}

=====

# 2
{
  "formula": "C42H57FFeN7O5SSi",
  "method": "wB97M-V/def2-TZVPD",
  "species": ["Fe", "C", "C", "C", "C", "C", "C", "C", "C", "C", "C", "C", "C", "N", "C", "C", "C", "C", "C", "C", "F", "H", "H", "H", "H", "H", "H", "H", "H", "H", "H", "H", "H", "H", "H", "H", "H", "H", "H", "H", "H", "H", "C", "N", "C", "C", "N", "C", "S", "C", "C", "C", "C", "C", "N", "H", "H", "H", "H", "H", "H", "H", "H", "H", "O", "N", "C", "C", "N", "C", "N", "C", "C", "C", "C", "O", "Si", "O", "O", "C", "C", "C", "C", "O", "C", "C", "C", "C", "H", "H", "H", "H", "H", "H", "H", "H", "H", "H", "H", "H", "H", "H", "H", "H", "H", "H", "H", "H", "H", "H", "H", "H", "H", "H", "H"],
  "positions_angstrom": [[0.071, 0.286, 0.802], [1.703, -2.706, 0.870], [2.583, -2.621, 2.120], [1.779, -2.507, 3.418], [3.636, -1.537, 1.972], [4.936, -1.972, 1.751], [5.994, -1.090, 1.628], [5.755, 0.264, 1.749], [4.482, 0.759, 1.988], [4.322, 2.270, 2.091], [5.215, 2.846, 3.195], [4.637, 2.941, 0.748], [3.392, -0.146, 2.083], [2.105, 0.380, 2.259], [1.847, 1.087, 3.372], [2.532, 0.907, 4.600], [2.111, 1.537, 5.748], [1.018, 2.403, 5.728], [0.361, 2.656, 4.527], [0.786, 2.012, 3.400], [0.218, 2.314, 2.214], [1.088, -3.602, 0.893], [2.325, -2.720, -0.026], [1.032, -1.851, 0.798], [3.128, -3.567, 2.176], [1.090, -1.665, 3.389], [2.456, -2.374, 4.266], [1.206, -3.417, 3.585], [5.121, -3.037, 1.684], [6.995, -1.458, 1.446], [6.584, 0.956, 1.661], [3.291, 2.512, 2.340], [6.270, 2.771, 2.927], [5.062, 2.316, 4.136], [4.984, 3.900, 3.354], [5.672, 2.755, 0.453], [4.488, 4.021, 0.819], [3.983, 2.547, -0.026], [3.369, 0.221, 4.624], [2.628, 1.347, 6.680], [0.684, 2.886, 6.635], [-0.473, 3.340, 4.464], [3.477, 1.008, -3.560], [2.352, 1.857, -3.237], [1.846, 2.879, -4.010], [0.818, 3.423, -3.343], [0.680, 2.736, -2.135], [1.635, 1.748, -2.088], [2.003, 0.622, -0.922], [-0.297, 3.071, -1.161], [-0.918, 4.318, -1.249], [-1.965, 4.600, -0.394], [-2.375, 3.636, 0.511], [-1.659, 2.457, 0.568], [-0.622, 2.182, -0.228], [3.875, 1.311, -4.525], [3.161, -0.034, -3.599], [4.243, 1.096, -2.790], [2.263, 3.135, -4.967], [0.146, 4.197, -3.656], [-0.590, 5.060, -1.960], [-2.469, 5.555, -0.457], [-3.221, 3.800, 1.163], [-1.928, 1.673, 1.267], [-0.888, 0.009, 2.631], [-1.655, -0.390, 3.570], [-1.908, -1.651, 3.765], [-2.725, -1.975, 4.893], [-3.348, -2.263, 5.815], [-1.453, -2.763, 2.987], [-1.129, -3.680, 2.373], [-4.001, -0.227, -4.323], [-2.737, 0.507, -3.869], [-3.111, 1.792, -3.128], [-1.875, 0.850, -5.084], [-1.927, -0.319, -3.041], [-2.193, -1.033, -1.577], [-1.173, -0.450, -0.512], [-2.037, -2.655, -1.728], [-1.290, -3.505, -2.581], [-2.066, -3.692, -3.886], [0.087, -2.905, -2.871], [-1.152, -4.835, -1.846], [-3.765, -0.744, -1.196], [-4.603, -1.297, -0.181], [-3.807, -2.059, 0.872], [-5.605, -2.232, -0.861], [-5.329, -0.124, 0.477], [-4.639, 0.443, -4.902], [-4.548, -0.590, -3.456], [-3.735, -1.084, -4.945], [-3.744, 2.431, -3.746], [-2.201, 2.335, -2.868], [-3.643, 1.539, -2.210], [-2.406, 1.535, -5.748], [-1.628, -0.057, -5.636], [-0.944, 1.318, -4.756], [-2.179, -2.724, -4.376], [-3.060, -4.087, -3.671], [-1.546, -4.379, -4.556], [-0.039, -1.921, -3.325], [0.652, -3.549, -3.545], [0.640, -2.781, -1.937], [-2.141, -5.229, -1.609], [-0.614, -4.683, -0.909], [-0.615, -5.563, -2.457], [-3.346, -2.947, 0.442], [-4.450, -2.353, 1.702], [-3.002, -1.420, 1.234], [-5.062, -2.989, -1.429], [-6.237, -1.671, -1.552], [-6.237, -2.721, -0.119], [-4.613, 0.492, 1.025], [-6.089, -0.489, 1.169], [-5.804, 0.492, -0.288]],
  "atomic_forces_ev_per_a": [[-0.221, -0.560, -1.230], [0.202, -0.058, 0.126], [-0.219, 0.170, -0.032], [0.224, -0.023, -0.036], [-0.197, -0.016, -0.003], [0.106, 0.081, -0.010], [-0.033, -0.016, -0.024], [0.110, -0.020, -0.042], [-0.337, 0.106, 0.107], [0.190, 0.022, -0.147], [-0.170, -0.041, 0.034], [-0.075, -0.036, 0.112], [0.796, -0.146, 0.092], [-0.830, -0.037, -0.388], [0.237, -0.154, 0.539], [0.079, -0.037, -0.052], [0.035, 0.036, 0.150], [0.068, -0.054, -0.163], [-0.083, 0.109, 0.088], [-0.057, -0.044, -0.074], [0.388, 0.191, 0.328], [-0.117, -0.009, 0.008], [-0.044, 0.003, -0.039], [-0.120, -0.002, -0.062], [0.079, 0.062, -0.008], [-0.069, 0.019, 0.014], [-0.017, 0.022, 0.028], [-0.046, 0.038, -0.024], [-0.035, -0.008, 0.000], [0.007, 0.003, 0.011], [-0.016, 0.031, -0.005], [0.071, 0.028, -0.074], [0.019, -0.010, 0.021], [0.029, 0.037, 0.021], [0.027, 0.017, -0.007], [0.003, 0.023, -0.001], [0.027, -0.003, -0.004], [-0.029, -0.006, -0.109], [-0.038, -0.048, -0.011], [-0.008, -0.002, -0.003], [-0.003, 0.002, 0.011], [-0.002, -0.002, -0.007], [0.085, -0.163, 0.025], [-0.281, 0.124, 0.153], [-0.052, 0.153, 0.011], [-0.016, 0.072, -0.169], [0.145, -0.155, -0.058], [-0.057, 0.014, 0.082], [0.188, -0.428, 0.465], [-0.157, -0.010, 0.233], [0.075, -0.034, 0.010], [0.008, -0.089, -0.074], [-0.022, 0.008, -0.008], [-0.545, 0.193, -0.234], [-0.030, 0.479, -0.222], [-0.016, 0.029, 0.008], [-0.029, 0.022, -0.009], [0.006, 0.027, -0.031], [-0.032, -0.042, -0.025], [-0.017, -0.001, 0.031], [0.017, -0.027, -0.004], [0.011, 0.019, 0.010], [0.018, -0.050, 0.034], [-0.083, 0.138, 0.016], [0.318, -0.496, -0.577], [-0.296, 0.423, 0.611], [0.144, -0.135, -0.179], [-0.134, 0.089, 0.294], [-0.023, 0.004, -0.074], [0.113, 0.002, -0.378], [0.000, 0.027, 0.022], [0.204, -0.079, 0.097], [-0.068, 0.169, -0.223], [0.095, -0.246, 0.105], [-0.047, -0.062, 0.121], [-0.129, 0.032, -0.151], [0.270, 0.043, 0.269], [0.591, 0.000, 0.881], [-0.201, -0.108, -0.011], [0.131, -0.182, -0.179], [0.020, 0.115, 0.174], [-0.164, 0.079, 0.175], [-0.012, 0.163, -0.003], [0.023, 0.079, -0.010], [-0.296, -0.056, 0.157], [0.178, 0.114, -0.269], [0.144, 0.147, -0.059], [0.107, -0.070, -0.160], [-0.011, -0.016, -0.025], [-0.089, 0.039, 0.014], [-0.023, 0.007, -0.019], [0.011, 0.013, -0.013], [-0.009, 0.061, 0.014], [-0.047, 0.062, 0.009], [0.016, 0.003, -0.034], [0.012, -0.001, -0.008], [-0.005, 0.029, -0.007], [0.014, -0.027, -0.070], [-0.003, -0.025, -0.015], [-0.001, -0.001, -0.019], [0.084, -0.003, -0.074], [0.030, -0.006, -0.001], [0.027, -0.013, -0.021], [0.000, -0.028, -0.013], [0.001, -0.023, 0.009], [0.012, -0.015, 0.002], [0.001, -0.076, 0.012], [-0.001, 0.011, 0.020], [-0.024, 0.025, 0.112], [-0.009, -0.042, 0.039], [-0.017, -0.006, 0.007], [-0.025, -0.018, -0.016], [-0.013, 0.008, 0.032], [-0.004, 0.049, 0.036], [-0.042, -0.008, 0.013]],
  "mulliken_charge": [0.72, -0.98, 0.13, -1.40, 0.72, -1.04, -1.59, -0.60, 1.13, 1.16, -1.80, -1.29, -0.62, 1.47, 0.79, -0.99, -0.92, -0.77, -0.50, -0.31, -0.19, 0.63, 0.56, -0.28, 0.65, -0.18, 0.43, 0.50, 0.44, 0.40, 0.36, -0.19, 0.39, 0.36, 0.44, 0.31, 0.45, 0.16, 0.65, 0.46, 0.42, 0.52, -0.86, 0.37, -1.21, -0.36, 1.03, -0.28, -0.20, -0.90, -0.65, -0.84, -1.05, -0.20, 1.73, 0.35, 0.30, 0.30, 0.50, 0.45, 0.53, 0.42, 0.60, 0.30, 0.86, -1.26, 1.07, -0.07, -0.57, 0.05, -0.61, -1.72, 1.78, -0.83, -1.67, 0.55, -4.34, 3.73, -0.09, 1.88, -1.67, -0.73, -1.64, 0.23, 1.85, -1.22, -1.88, -1.82, 0.51, 0.10, 0.35, 0.61, -0.12, 0.02, 0.36, 0.35, 0.15, 0.07, 0.30, 0.52, -0.01, 0.58, -0.19, 0.35, 0.19, 0.39, 0.19, 0.72, -0.25, 0.17, 0.37, 0.46, 0.19, 0.44, 0.38],
  "lumo_energy_ev": [0.030, -2.129],
  "total_energy_ha": -4445.53843,
  "s2": 8.799,
  "homo_ev": [-8.3, -8.2],
  "relative_energy_kcal_mol": 6.03,
  "multiplicity": 6
}